Record 1
ORCA calculation (ωB97M-V with the def2-TZVPD basis set) on a molecular structure, C25H31IN10OS2W at a distorted geometry.

Each line ends with the Löwdin charge.
Atoms and positions in Å:
W -0.64 0.35 0.08  1.41
N -3.61 2.39 -1.37  0.16
C -2.93 1.69 -0.50  -0.84
S -3.24 0.06 -0.11  0.77
N -1.77 2.31 -0.02  -0.09
N -1.45 1.71 1.20  -0.29
C -1.87 1.92 2.38  -0.02
C -1.56 0.96 3.39  -0.13
C -1.92 1.19 4.73  -0.01
C -1.67 0.25 5.69  -0.04
C -1.06 -0.96 5.32  -0.03
C -0.70 -1.22 4.01  0.02
C -0.95 -0.25 3.04  -0.26
O -0.58 -0.54 1.76  -0.32
H -4.42 1.99 -1.82  0.13
H -3.41 3.37 -1.50  0.13
H -2.49 2.79 2.56  0.16
H -2.40 2.13 4.99  0.13
H -1.95 0.43 6.72  0.12
H -0.87 -1.71 6.08  0.12
H -0.24 -2.15 3.71  0.11
N 0.96 3.40 -0.14  0.12
C 1.78 2.48 0.49  -0.34
C 3.06 2.87 0.88  0.00
C 3.86 2.01 1.58  -0.02
C 3.38 0.74 1.90  -0.04
C 2.14 0.40 1.45  -0.20
N 1.34 1.23 0.72  -0.02
H 1.34 4.33 -0.14  0.11
H -0.02 3.39 0.13  0.06
H 3.39 3.88 0.66  0.13
H 4.85 2.32 1.90  0.13
H 3.96 0.03 2.46  0.12
H 1.75 -0.59 1.63  0.04
C 1.23 2.19 -5.06  -0.14
C 0.92 2.96 -3.81  -0.15
N 0.28 2.07 -2.83  0.10
C -0.27 0.88 -3.08  -0.35
N -0.71 0.11 -2.05  -0.18
C -1.51 -1.07 -2.52  -0.31
C -0.79 -1.81 -3.61  -0.17
C -0.66 -0.89 -4.80  -0.12
N -0.37 0.49 -4.36  -0.01
C -0.01 1.42 -5.44  -0.12
H 2.06 1.49 -4.89  0.13
H 1.52 2.87 -5.86  0.13
H 0.25 3.79 -4.04  0.13
H 1.81 3.37 -3.35  0.13
H 0.35 2.37 -1.87  0.07
H -2.47 -0.71 -2.88  0.12
H -1.72 -1.72 -1.68  0.04
H -1.34 -2.70 -3.90  0.14
H 0.20 -2.13 -3.28  0.07
H -1.58 -0.87 -5.39  0.14
H 0.15 -1.20 -5.46  0.13
H -0.85 2.08 -5.65  0.14
H 0.15 0.81 -6.33  0.13
I 2.79 -1.46 -1.40  0.64
C -0.84 -5.56 2.64  -0.01
C 0.26 -4.59 2.33  -0.30
C 1.40 -4.46 3.11  0.01
C 2.33 -3.51 2.75  -0.08
N 2.17 -2.72 1.67  0.05
C 1.07 -2.96 0.99  -0.73
S 0.66 -2.04 -0.51  0.41
N 0.10 -3.83 1.24  0.12
H -0.50 -6.37 3.29  0.09
H -1.25 -5.98 1.72  0.09
H -1.66 -5.04 3.15  0.09
H 1.56 -5.09 3.98  0.13
H 3.23 -3.37 3.32  0.13

The value obtained for the HOMO energy (spin up / spin down) is -0.4816 / -0.4793 Eh. As for the total energy: -2754.837429 Ha. Its charge is +2.

---

Record 2
ORCA calculation (ωB97M-V with the def2-TZVPD basis set) on a molecular structure, C25H31IrN3OSSeTe at a distorted geometry.

Each line ends with the Löwdin charge.
Atoms and positions in Å:
Ir 0.24 0.26 -2.09  0.86
C -2.84 -1.40 -0.31  -0.10
C -1.32 -1.44 -0.16  -0.21
C -0.73 -0.64 1.04  -0.24
C -0.45 -1.61 3.46  -0.14
C 0.34 -0.50 4.05  -0.09
C 1.33 0.11 3.33  -0.10
C 1.66 -0.10 1.98  -0.17
C 3.02 0.45 1.62  -0.21
C 4.13 -0.34 2.31  -0.09
C 0.82 -0.65 0.96  -0.15
N 1.27 -0.87 -0.27  -0.02
C 2.49 -1.28 -0.65  -0.04
C 2.90 -1.09 -1.97  -0.33
C 4.10 -1.44 -2.62  -0.03
C 3.98 -1.01 -3.93  -0.08
C 2.73 -0.40 -4.05  -0.14
N 2.08 -0.43 -2.87  -0.12
H -3.11 -1.83 -1.27  0.08
H -3.20 -0.37 -0.31  0.03
H -3.35 -1.96 0.47  0.07
H -0.92 -1.04 -1.12  0.02
H -0.97 -2.47 -0.08  0.13
H -1.05 -2.10 4.24  0.12
H 0.19 -0.26 5.09  0.11
H 1.95 0.83 3.86  0.12
H 3.06 1.50 1.95  0.12
H 3.17 0.45 0.54  0.09
H 4.10 -0.19 3.39  0.07
H 5.11 -0.04 1.94  0.07
H 4.01 -1.41 2.14  0.07
H 3.15 -1.78 0.04  0.13
H 4.93 -1.94 -2.16  0.10
H 4.70 -1.12 -4.72  0.09
H 2.30 0.06 -4.92  0.10
O -1.16 1.33 -0.30  -0.17
C -0.97 0.84 0.83  -0.39
C -1.41 -1.21 2.33  -0.23
C -2.67 -0.47 2.83  -0.13
C -2.63 0.79 3.73  -0.18
C -2.92 2.11 3.00  -0.16
C -1.70 2.69 2.25  -0.14
N -0.81 1.61 1.93  0.09
H 0.24 -2.35 3.05  0.13
H -1.82 -2.17 2.00  0.13
H -3.22 -1.23 3.40  0.12
H -3.29 -0.23 1.97  0.10
H -1.70 0.85 4.29  0.09
H -3.42 0.67 4.48  0.11
H -3.27 2.85 3.73  0.11
H -3.74 1.94 2.30  0.11
H -1.16 3.41 2.86  0.12
H -2.01 3.17 1.32  0.12
H -0.49 1.11 2.75  0.09
Te -1.35 2.18 -3.01  0.79
C -1.01 1.53 -4.99  -0.98
C -1.49 0.43 -5.64  -0.26
C -1.01 0.32 -6.96  -0.20
C -0.16 1.33 -7.29  -0.43
S 0.05 2.44 -6.00  0.91
H -2.18 -0.27 -5.18  0.08
H -1.27 -0.47 -7.63  0.10
H 0.36 1.50 -8.22  0.06
Se -3.58 1.32 -2.77  -0.14

The value obtained for the HOMO energy (spin up / spin down) is -0.2524 / -0.2545 Eh. Its spin multiplicity is 2. As for the total energy: -4382.562445 Ha. Its charge is 0.

---

Record 3
ORCA calculation (ωB97M-V with the def2-TZVPD basis set) on a molecular structure, C25H31N10O3Ru at a distorted geometry.

Each line ends with the Löwdin charge.
Atoms and positions in Å:
Ru 0.47 0.01 -0.13  1.38
O -1.57 3.23 1.28  0.16
C -1.01 2.38 0.64  -0.44
N -0.78 1.06 1.00  -0.05
C -1.17 0.47 2.21  -0.41
O -1.76 0.98 3.11  0.17
C -0.74 -0.99 2.25  -0.16
C -1.05 -1.79 3.33  0.04
C -0.67 -3.13 3.30  0.00
C -0.01 -3.62 2.18  -0.01
C 0.27 -2.75 1.14  -0.10
N -0.07 -1.46 1.18  -0.05
C -0.45 2.69 -0.76  -0.18
C -0.69 3.92 -1.35  0.04
C -0.28 4.10 -2.67  0.00
C 0.31 3.04 -3.35  -0.02
C 0.53 1.85 -2.68  -0.12
N 0.18 1.69 -1.41  -0.02
H -1.59 -1.35 4.16  0.14
H -0.88 -3.78 4.14  0.13
H 0.27 -4.66 2.11  0.12
H 0.76 -3.10 0.23  0.11
H -1.19 4.69 -0.78  0.14
H -0.44 5.05 -3.16  0.13
H 0.60 3.14 -4.39  0.12
H 0.99 1.00 -3.16  0.11
N 5.58 1.12 5.16  0.22
C 4.79 0.97 4.34  -0.14
C 3.81 0.78 3.31  -0.18
C 2.86 1.76 3.04  0.05
C 1.95 1.55 2.03  -0.07
N 1.92 0.42 1.30  -0.10
C 2.84 -0.53 1.56  -0.11
C 3.79 -0.39 2.55  0.04
H 2.84 2.68 3.61  0.14
H 1.21 2.30 1.81  0.12
H 2.81 -1.42 0.96  0.10
H 4.51 -1.17 2.73  0.14
C 3.81 1.23 -3.57  -0.04
N 3.41 0.66 -2.29  -0.15
C 3.59 1.56 -1.16  -0.03
C 2.90 -0.59 -2.19  -0.42
N 1.97 -0.92 -1.30  0.01
N 3.35 -1.50 -3.08  -0.15
C 2.57 -2.68 -3.41  -0.03
C 4.74 -1.55 -3.51  -0.02
H 3.37 2.22 -3.66  0.09
H 3.44 0.61 -4.39  0.10
H 4.89 1.33 -3.66  0.10
H 4.65 1.84 -1.09  0.11
H 3.29 1.07 -0.25  0.04
H 3.01 2.47 -1.29  0.09
H 1.91 -1.93 -1.26  0.05
H 2.84 -3.54 -2.79  0.10
H 2.75 -2.95 -4.45  0.10
H 1.51 -2.47 -3.30  0.08
H 5.32 -0.79 -3.00  0.09
H 4.83 -1.40 -4.59  0.10
H 5.16 -2.52 -3.26  0.10
C -3.64 0.67 -2.78  -0.03
N -2.55 0.26 -1.91  0.05
C -1.70 -0.74 -2.16  -0.55
N -1.85 -1.45 -3.29  0.22
O -0.77 -1.05 -1.35  -0.14
H -3.95 1.67 -2.50  0.10
H -4.50 0.01 -2.71  0.10
H -3.29 0.72 -3.82  0.09
H -2.50 0.64 -0.98  0.13
H -2.72 -1.45 -3.79  0.12
H -1.27 -2.28 -3.38  0.12

The value obtained for the HOMO energy (spin up / spin down) is -0.5375 / -0.5339 Eh. Its spin multiplicity is 2. As for the total energy: -1839.044694 Ha. Its charge is +2.

---

Record 4
ORCA calculation (ωB97M-V with the def2-TZVPD basis set) on a molecular structure, C25H31N3O3 at a distorted geometry.

Each line ends with the Löwdin charge.
Atoms and positions in Å:
C -2.57 3.22 4.44  0.00
C -3.91 3.54 3.63  -0.10
C -5.03 4.06 4.27  -0.03
C -6.09 4.39 3.36  0.00
C -6.19 4.10 1.83  0.10
C -4.88 3.53 1.35  0.03
C -3.67 3.30 2.12  -0.03
C -2.68 2.48 1.49  -0.55
O -1.64 3.15 1.27  0.05
N -2.74 1.32 1.13  -0.02
C -3.67 0.23 1.65  -0.14
C -3.18 -0.86 2.45  -0.29
C -2.13 -1.36 1.68  -0.15
H -1.59 -2.16 2.65  0.19
H -2.42 -2.02 0.88  0.11
C -0.80 -0.33 1.45  -0.26
N 0.22 -0.81 0.70  -0.06
C 1.47 -0.04 0.91  -0.16
H 1.04 0.86 0.80  0.08
C 2.63 -0.54 0.08  -0.06
N 2.86 -2.00 0.31  -0.20
C 1.94 -2.81 0.28  -0.28
C 0.67 -2.36 1.24  -0.01
H -0.07 -2.93 1.07  0.01
H 0.82 -2.64 2.22  0.08
H 1.95 -3.79 0.55  0.10
H 1.32 -2.67 -0.95  0.19
C 4.07 -2.52 -0.15  -0.07
C 4.12 -2.45 -1.82  -0.12
C 3.54 -3.58 -2.38  -0.10
C 3.34 -3.86 -3.70  0.06
C 3.63 -2.74 -4.61  -0.05
C 4.18 -1.50 -3.87  -0.41
C 4.32 -1.34 -2.68  -0.04
H 4.74 -0.46 -2.19  0.14
O 4.48 -0.66 -4.71  0.08
C 3.98 -1.28 -6.17  -0.14
O 3.84 -2.34 -5.77  0.10
H 3.37 -0.62 -6.60  0.10
H 5.18 -1.30 -6.70  0.21
H 3.04 -4.48 -4.19  -0.04
H 3.55 -4.47 -1.71  0.12
H 4.39 -3.40 0.06  0.05
H 4.93 -1.65 -0.12  0.17
H 3.43 -0.06 0.11  0.03
H 2.05 -0.40 -0.99  0.19
H 1.72 0.01 1.96  0.12
C -1.66 0.82 0.50  -0.07
H -0.94 1.31 0.30  -0.01
H -1.76 0.06 -0.39  0.18
H -0.66 0.07 2.43  0.13
H -4.03 -1.46 2.75  0.12
H -3.07 -0.23 3.52  0.19
H -4.56 1.07 2.02  0.19
H -4.16 0.06 0.68  0.13
H -4.80 3.32 0.55  -0.05
H -6.95 4.29 1.32  -0.01
H -6.79 4.83 3.80  -0.01
H -4.90 4.27 5.27  0.08
H -2.40 2.32 4.69  -0.01
H -2.77 3.63 5.31  0.01
H -1.66 3.59 3.94  0.10

The value obtained for the HOMO energy is -0.2688 Eh. As for the total energy: -1360.194406 Ha. Its charge is 0.

---

Record 5
ORCA calculation (ωB97M-V with the def2-TZVPD basis set) on a single C25H31N5O3 molecule.

Each line ends with the Löwdin charge.
Atoms and positions in Å:
C -0.37 -2.42 -0.91  -0.08
N -1.82 -2.36 -0.83  -0.22
C -2.36 -1.32 -1.68  -0.18
C -3.89 -1.37 -1.65  -0.16
N -4.35 -1.16 -0.28  -0.22
C -5.79 -1.01 -0.17  -0.19
C -6.18 -0.08 0.99  -0.16
C -5.74 1.36 0.74  -0.18
N -4.29 1.40 0.64  0.07
C -3.61 2.54 0.41  -0.47
O -4.09 3.66 0.41  0.08
C -2.15 2.27 0.18  -0.13
C -1.52 2.81 -0.94  -0.01
C -0.20 2.49 -1.21  0.01
C 0.51 1.64 -0.36  -0.07
C 1.89 1.27 -0.66  -0.37
O 2.50 1.66 -1.63  0.10
N 2.48 0.40 0.25  0.07
C 3.86 0.00 -0.01  -0.11
C 4.85 0.99 0.62  -0.12
C 6.26 0.55 0.31  -0.24
C 6.88 0.95 -0.86  -0.04
C 8.16 0.53 -1.16  -0.09
C 8.84 -0.31 -0.29  -0.10
C 8.22 -0.72 0.88  -0.09
C 6.94 -0.29 1.18  -0.04
C 1.90 -0.07 1.41  -0.48
O 2.47 -0.80 2.19  0.09
N 0.61 0.33 1.63  0.18
C -0.12 1.15 0.80  -0.19
C -1.45 1.46 1.06  0.02
C -3.81 -2.22 0.56  -0.16
C -2.28 -2.17 0.53  -0.18
H -0.01 -3.22 -0.27  0.09
H -0.08 -2.63 -1.93  0.09
H 0.11 -1.48 -0.60  0.07
H -2.02 -1.49 -2.70  0.13
H -2.02 -0.32 -1.37  0.12
H -4.28 -0.57 -2.28  0.12
H -4.22 -2.34 -2.04  0.13
H -6.17 -0.58 -1.10  0.12
H -6.28 -1.99 -0.03  0.12
H -5.72 -0.44 1.92  0.11
H -7.26 -0.10 1.11  0.11
H -6.06 2.01 1.56  0.12
H -6.19 1.74 -0.18  0.13
H -3.89 0.50 0.37  0.10
H -2.07 3.46 -1.60  0.12
H 0.31 2.87 -2.08  0.12
H 4.00 -0.03 -1.09  0.13
H 4.00 -0.99 0.42  0.13
H 4.67 1.98 0.20  0.12
H 4.69 1.02 1.70  0.12
H 6.35 1.61 -1.54  0.12
H 8.63 0.85 -2.08  0.10
H 9.84 -0.64 -0.52  0.10
H 8.74 -1.37 1.57  0.10
H 6.46 -0.61 2.09  0.12
H 0.18 -0.01 2.48  0.17
H -1.93 1.07 1.94  0.13
H -4.16 -2.07 1.59  0.12
H -4.15 -3.21 0.22  0.13
H -1.88 -2.98 1.15  0.13
H -1.94 -1.21 0.94  0.10

The value obtained for the HOMO energy is -0.3293 Eh. As for the total energy: -1470.851566 Ha. Its SMILES is CN1CCN(CCCNC(=O)c2ccc3c(=O)n(CCc4ccccc4)c(=O)[nH]c3c2)CC1. Its charge is 0.

---

Record 6
ORCA calculation (ωB97M-V with the def2-TZVPD basis set) on a single C25H31NO4 molecule.

Each line ends with the Löwdin charge.
Atoms and positions in Å:
C 2.95 2.39 3.03  -0.08
O 3.82 2.88 2.04  -0.08
C 4.10 2.10 0.96  -0.26
C 4.97 2.65 0.02  -0.01
C 5.32 1.93 -1.10  -0.07
C 4.80 0.66 -1.31  -0.07
C 3.91 0.11 -0.39  -0.22
C 3.33 -1.26 -0.61  -0.08
C 1.94 -1.28 -1.30  -0.40
C 1.98 -0.53 -2.65  -0.21
O 1.95 0.86 -2.55  -0.05
C 1.54 -2.74 -1.57  -0.14
C 1.27 -3.49 -0.27  -0.16
C 0.26 -2.73 0.59  -0.19
N 0.74 -1.38 0.83  -0.14
C -0.02 -0.66 1.85  -0.14
C -1.48 -0.48 1.54  -0.18
C -1.96 0.48 0.74  0.02
C -3.37 0.52 0.42  -0.14
C -3.96 1.59 -0.24  0.05
C -5.30 1.56 -0.60  -0.27
O -5.77 2.68 -1.23  -0.09
C -7.12 2.70 -1.64  -0.10
C -6.06 0.43 -0.31  -0.02
C -5.48 -0.64 0.35  0.01
C -4.15 -0.60 0.73  -0.22
O -3.61 -1.69 1.35  -0.02
C -2.47 -1.45 2.15  -0.13
C 0.87 -0.65 -0.42  -0.14
C 3.58 0.83 0.75  0.03
H 1.95 2.21 2.62  0.08
H 3.33 1.47 3.48  0.10
H 2.89 3.16 3.78  0.09
H 5.37 3.63 0.21  0.12
H 6.01 2.35 -1.81  0.11
H 5.09 0.10 -2.19  0.12
H 3.21 -1.74 0.37  0.11
H 4.02 -1.86 -1.21  0.13
H 1.09 -0.80 -3.23  0.13
H 2.87 -0.86 -3.22  0.13
H 2.75 1.16 -2.10  0.06
H 2.32 -3.25 -2.14  0.12
H 0.63 -2.75 -2.17  0.12
H 2.19 -3.63 0.30  0.11
H 0.87 -4.48 -0.49  0.11
H 0.14 -3.23 1.55  0.12
H -0.72 -2.72 0.07  0.13
H 0.09 -1.21 2.79  0.13
H 0.44 0.32 1.97  0.11
H -1.32 1.23 0.30  0.12
H -3.37 2.47 -0.49  0.13
H -7.27 3.67 -2.12  0.09
H -7.80 2.61 -0.78  0.09
H -7.34 1.91 -2.36  0.09
H -7.10 0.37 -0.59  0.10
H -6.06 -1.52 0.57  0.12
H -2.79 -1.05 3.13  0.14
H -2.02 -2.43 2.32  0.12
H 1.14 0.38 -0.20  0.12
H -0.08 -0.64 -0.98  0.14
H 2.92 0.37 1.47  0.10

The value obtained for the HOMO energy is -0.2838 Eh. As for the total energy: -1326.916939 Ha. Its SMILES is COc1cccc(C[C@@]2(CO)CCCN(CC3=Cc4cc(OC)ccc4OC3)C2)c1. Its charge is 0.

---

Record 7
ORCA calculation (ωB97M-V with the def2-TZVPD basis set) on a molecular structure, C25H32BrMoO2S4.

Each line ends with the Löwdin charge.
Atoms and positions in Å:
Mo 0.18 0.21 0.07  1.11
C 0.45 -0.67 -3.17  -0.45
C -0.23 -1.96 -2.80  -0.40
S -0.54 -1.97 -1.02  0.91
C 0.42 -3.29 -0.21  -0.42
C -0.13 -3.32 1.20  -0.41
S -0.59 -1.64 1.77  0.89
C 0.63 -1.28 3.06  -0.43
C 0.55 0.22 3.34  -0.51
S -0.51 1.16 2.19  0.72
C 1.35 2.78 0.72  -0.08
C 1.59 2.54 -0.59  -0.10
S -0.11 0.78 -2.20  0.89
H 0.26 -0.39 -4.21  0.11
H 1.53 -0.73 -2.99  0.08
H 0.39 -2.83 -3.05  0.12
H -1.21 -2.07 -3.25  0.10
H 1.48 -3.08 -0.27  0.02
H 0.20 -4.22 -0.74  0.12
H 0.58 -3.75 1.91  0.11
H -1.06 -3.88 1.25  0.10
H 1.62 -1.57 2.71  0.09
H 0.35 -1.88 3.92  0.12
H 1.55 0.66 3.31  0.08
H 0.11 0.43 4.32  0.10
H 2.01 2.43 1.50  0.06
H 0.57 3.46 1.02  0.07
H 2.47 1.99 -0.91  0.08
H 1.03 3.06 -1.36  0.06
Br 4.01 -4.00 0.64  0.91
C 4.55 -2.38 1.43  -0.58
C 5.51 -2.43 2.43  -0.08
C 5.91 -1.26 3.07  0.00
C 5.33 -0.04 2.75  -0.03
C 4.35 0.01 1.77  -0.02
C 3.97 -1.15 1.09  -0.20
C 3.03 -1.04 -0.02  -0.43
O 2.99 -1.56 -1.09  0.14
O 1.94 -0.14 0.32  -0.34
H 5.96 -3.38 2.70  0.12
H 6.67 -1.31 3.83  0.13
H 5.65 0.87 3.24  0.13
H 3.93 0.96 1.47  0.11
C -2.09 3.42 -1.67  0.00
C -2.50 2.20 -0.83  -0.54
C -2.86 2.74 0.63  -0.02
C -1.45 1.28 -0.46  -0.33
C -3.64 1.38 -1.44  -0.19
C -4.84 1.15 -0.78  -0.01
C -5.84 0.42 -1.41  -0.03
C -5.65 -0.09 -2.68  -0.03
C -4.45 0.14 -3.34  -0.04
C -3.45 0.87 -2.73  -0.06
H -1.29 3.99 -1.20  0.10
H -2.96 4.07 -1.77  0.12
H -1.78 3.12 -2.67  0.08
H -2.04 3.30 1.06  0.08
H -3.20 1.96 1.31  0.08
H -3.69 3.42 0.45  0.13
H -1.88 0.26 -0.13  0.08
H -5.04 1.55 0.20  0.12
H -6.79 0.26 -0.90  0.13
H -6.44 -0.65 -3.16  0.13
H -4.31 -0.23 -4.35  0.12
H -2.55 1.10 -3.28  0.08

The value obtained for the HOMO energy is -0.6236 Eh. As for the total energy: -5356.149956 Ha. Its charge is +3.